[1]
Below is 7 unconnected molecules or ions with the total composition C19H52NO8PS, with properties calculated with ωB97M-V with the def2-TZVPD basis set.

The geometry in ORCA input format:
```
! wB97M-V def2-TZVPD RIJCOSX def2/J DEFGRID3
* xyz 0 1
O -4.26 0.97 -0.08
C -3.29 1.08 -0.76
O -2.50 0.06 -1.07
N -2.94 2.32 -1.43
P -1.98 3.39 -0.56
S -1.02 2.51 0.84
H -1.56 0.31 -1.02
H -3.78 2.71 -1.86
H -2.80 4.47 -0.21
H -1.17 3.94 -1.56
C -2.08 7.14 3.84
C -1.95 5.83 3.07
C -2.06 4.62 3.98
O -0.74 5.79 2.32
H -1.27 7.22 4.57
H -2.01 7.99 3.16
H -3.02 7.20 4.37
H -2.74 5.79 2.32
H -1.25 4.63 4.72
H -1.97 3.71 3.40
H -3.00 4.60 4.53
H -0.01 5.81 2.94
C -0.37 -1.02 1.54
C -0.39 -2.00 0.38
C 0.31 -3.31 0.73
O 0.18 -1.39 -0.78
H 0.65 -0.79 1.84
H -0.85 -0.10 1.21
H -0.89 -1.42 2.41
H -1.43 -2.20 0.09
H 1.35 -3.12 0.98
H 0.28 -4.00 -0.12
H -0.16 -3.78 1.59
H 1.10 -1.18 -0.57
C 0.27 0.39 -5.45
C 1.49 -0.33 -4.91
C 1.20 -1.80 -4.62
O 1.99 0.31 -3.73
H -0.54 0.36 -4.72
H 0.50 1.43 -5.66
H -0.08 -0.08 -6.37
H 2.30 -0.26 -5.63
H 0.42 -1.86 -3.85
H 2.09 -2.30 -4.23
H 0.85 -2.32 -5.51
H 1.30 0.26 -3.06
C -3.57 0.64 6.76
C -2.57 1.17 5.75
C -1.64 0.08 5.25
O -1.83 2.26 6.29
H -3.05 0.25 7.64
H -4.24 1.44 7.10
H -4.18 -0.16 6.34
H -3.10 1.60 4.90
H -1.06 -0.33 6.09
H -0.94 0.48 4.52
H -2.19 -0.74 4.79
H -1.33 1.94 7.05
C 1.40 -2.26 -10.53
C 1.83 -1.75 -9.16
C 2.82 -2.69 -8.49
O 0.70 -1.53 -8.32
H 0.91 -3.23 -10.43
H 0.70 -1.56 -10.99
H 2.26 -2.38 -11.19
H 2.29 -0.76 -9.27
H 2.37 -3.67 -8.34
H 3.12 -2.30 -7.52
H 3.72 -2.82 -9.10
H 0.26 -2.38 -8.19
C 4.45 -4.32 3.68
C 3.47 -3.20 3.96
C 3.34 -2.91 5.44
O 2.19 -3.50 3.39
H 4.12 -5.25 4.16
H 4.53 -4.51 2.60
H 5.45 -4.08 4.06
H 3.79 -2.30 3.44
H 2.98 -3.80 5.97
H 2.64 -2.10 5.61
H 4.31 -2.63 5.87
H 1.86 -4.29 3.82
*
```

- HOMO energy (eV) = -9.2
- E (a.u.) = -2151.33885
- energy above the lowest of the compared OMol25 structures with the same formula, charge and spin (kcal per mole) = 0.0
- SMILES = O=C(O)N[PH2]=S.CC(C)O.CC(C)O.CC(C)O.CC(C)O.CC(C)O.CC(C)O

=====

[2]
Below is a molecular structure, C23H24F4N5Ti, with properties calculated with ωB97M-V with the def2-TZVPD basis set.

The geometry in ORCA input format:
```
! wB97M-V def2-TZVPD RIJCOSX def2/J DEFGRID3
* xyz 2 2
Ti 0.17 0.03 0.15
C -1.78 -1.27 1.53
C -0.91 -0.69 2.65
N -0.21 0.55 2.18
C -0.96 1.80 2.57
C -1.30 2.69 1.40
C 1.19 0.61 2.72
C 2.01 -0.61 2.26
N 1.55 -1.01 0.93
C 2.09 -2.14 0.28
C 1.59 -2.39 -0.98
F 0.65 -1.46 -1.42
C 1.94 -3.45 -1.78
F 1.38 -3.60 -2.97
C 2.87 -4.36 -1.29
C 3.40 -4.14 -0.04
F 4.29 -4.98 0.46
C 3.02 -3.05 0.75
F 3.58 -2.91 1.96
H -2.21 -2.22 1.85
H -1.19 -1.55 0.64
H -2.59 -0.60 1.24
H -0.17 -1.43 2.94
H -1.51 -0.47 3.53
H -0.36 2.34 3.30
H -1.87 1.49 3.08
H -0.41 3.04 0.87
H -1.82 3.58 1.76
H -1.98 2.21 0.69
H 1.17 0.66 3.81
H 1.63 1.54 2.35
H 1.91 -1.43 2.97
H 3.07 -0.34 2.26
H 3.18 -5.21 -1.88
C -4.86 -0.52 -2.59
C -4.58 0.84 -2.56
C -3.33 1.28 -2.15
C -2.39 0.34 -1.76
C -2.66 -1.03 -1.77
C -3.91 -1.46 -2.20
N -1.08 0.74 -1.34
N -0.65 1.79 -1.87
C 0.65 2.19 -1.51
C 1.18 3.30 -2.14
C 2.48 3.67 -1.84
C 3.21 2.91 -0.94
C 2.61 1.81 -0.35
N 1.34 1.46 -0.61
H -5.84 -0.86 -2.91
H -5.33 1.56 -2.85
H -3.10 2.33 -2.12
H -1.90 -1.75 -1.51
H -4.13 -2.51 -2.25
H 0.56 3.84 -2.85
H 2.93 4.54 -2.32
H 4.23 3.15 -0.70
H 3.14 1.18 0.35
*
```

- HOMO energy (alpha / beta) (eV) = -14.5 / -14.5
- E (a.u.) = -2413.01055
- energy above the lowest of the compared OMol25 structures with the same formula, charge and spin (kcal per mole) = 0.0

=====

[3]
Below is a molecular structure, C5H10NS, with properties calculated with ωB97M-V with the def2-TZVPD basis set.

The geometry in ORCA input format:
```
! wB97M-V def2-TZVPD RIJCOSX def2/J DEFGRID3
* xyz 1 1
C 0.45 -1.51 0.11
C 0.58 -0.82 -1.25
C 0.77 -0.50 1.08
C -0.20 0.48 -1.12
C -1.33 1.57 0.81
N -0.14 0.92 0.23
S 0.07 2.66 0.68
H -0.60 -1.96 0.22
H 1.14 -2.33 0.56
H 1.70 -0.61 -1.34
H 0.21 -1.54 -1.94
H 0.29 -0.64 2.08
H 1.79 -0.14 1.18
H 0.27 1.36 -1.65
H -1.27 0.30 -1.48
H -2.16 1.61 0.07
H -1.56 1.16 1.76
*
```

- HOMO energy (eV) = -14.2
- E (a.u.) = -649.09595
- energy above the lowest of the compared OMol25 structures with the same formula, charge and spin (kcal per mole) = 81.2

=====

[4]
Below is 2 unconnected molecules or ions with the total composition C2HCl3S, with properties calculated with ωB97M-V with the def2-TZVPD basis set.

The geometry in ORCA input format:
```
! wB97M-V def2-TZVPD RIJCOSX def2/J DEFGRID3
* xyz 0 1
C -0.08 -0.91 -0.04
C -2.47 -0.11 -0.09
S -0.21 -2.46 -0.11
Cl -2.58 1.09 1.15
Cl -3.15 -1.63 0.34
Cl -2.93 0.45 -1.65
H 0.66 -0.14 -0.02
*
```

- HOMO energy (eV) = -7.9
- E (a.u.) = -1855.43013
- energy above the lowest of the compared OMol25 structures with the same formula, charge and spin (kcal per mole) = 65.9

=====

[5]
Below is a single CH7N2O2P molecule, with properties calculated with ωB97M-V with the def2-TZVPD basis set.

The geometry in ORCA input format:
```
! wB97M-V def2-TZVPD RIJCOSX def2/J DEFGRID3
* xyz 0 1
C 1.82 0.13 -0.77
P -0.02 0.31 -0.15
O -0.82 0.30 -1.58
O 0.22 1.83 0.11
N -1.08 -0.14 0.95
N -1.45 -1.40 1.46
H 2.14 1.01 -1.30
H 2.40 0.14 0.17
H 1.91 -0.80 -1.30
H -1.66 0.40 -1.22
H -0.66 2.08 0.56
H -0.86 -1.76 2.12
H -1.95 -2.11 0.93
*
```

- HOMO energy (eV) = -8.0
- E (a.u.) = -643.60632
- energy above the lowest of the compared OMol25 structures with the same formula, charge and spin (kcal per mole) = 62.9
- SMILES = CP(O)(O)=NN

=====

[6]
Below is 2 unconnected molecules or ions with the total composition C2H6N2O2S, with properties calculated with ωB97M-V with the def2-TZVPD basis set.

The geometry in ORCA input format:
```
! wB97M-V def2-TZVPD RIJCOSX def2/J DEFGRID3
* xyz 0 1
C 2.77 1.64 2.57
C -1.00 0.72 -0.29
N 1.68 1.54 2.10
N 0.44 -1.03 0.96
O 3.65 1.87 3.26
O 1.62 0.50 -0.36
S 0.45 -0.33 -0.60
H 1.35 1.41 1.12
H -1.02 1.69 -0.98
H -1.84 0.13 -0.58
H -1.01 1.05 0.67
H 1.26 -0.76 1.51
H -0.04 -1.93 1.18
*
```

- HOMO energy (eV) = -9.5
- E (a.u.) = -737.93394
- energy above the lowest of the compared OMol25 structures with the same formula, charge and spin (kcal per mole) = 43.4

=====

[7]
Below is a single C2H6N2 molecule, with properties calculated with ωB97M-V with the def2-TZVPD basis set.

The geometry in ORCA input format:
```
! wB97M-V def2-TZVPD RIJCOSX def2/J DEFGRID3
* xyz 0 1
C -0.49 -0.72 -0.01
C -0.57 0.77 0.04
N 1.02 0.69 0.07
N 0.98 -0.77 -0.08
H -0.95 -1.11 0.83
H -0.94 -1.23 -0.85
H -1.12 1.11 -0.82
H -0.96 1.38 0.83
H 1.51 1.17 -0.63
H 1.51 -1.29 0.62
*
```

- HOMO energy (eV) = -8.0
- E (a.u.) = -189.20858
- energy above the lowest of the compared OMol25 structures with the same formula, charge and spin (kcal per mole) = 75.9
- SMILES = C1CNN1

=====

[8]
Below is 2 unconnected molecules or ions with the total composition C2H8NO, with properties calculated with ωB97M-V with the def2-TZVPD basis set.

The geometry in ORCA input format:
```
! wB97M-V def2-TZVPD RIJCOSX def2/J DEFGRID3
* xyz 1 1
C 0.71 1.11 0.25
C -0.32 0.06 -0.12
N 0.18 -1.40 0.03
O -1.59 0.16 0.32
H 1.01 1.18 1.36
H 1.53 0.88 -0.35
H 0.30 2.04 -0.13
H -0.29 -0.18 -1.99
H 0.54 -1.54 1.00
H 0.77 -1.56 -0.80
H -0.72 -1.79 0.07
H -2.13 1.04 0.36
*
```

- HOMO energy (eV) = -14.4
- E (a.u.) = -210.60199
- energy above the lowest of the compared OMol25 structures with the same formula, charge and spin (kcal per mole) = 94.8

=====

[9]
Below is a molecular structure, C5H8N2, with properties calculated with ωB97M-V with the def2-TZVPD basis set.

The geometry in ORCA input format:
```
! wB97M-V def2-TZVPD RIJCOSX def2/J DEFGRID3
* xyz 0 1
C 2.69 -0.38 0.15
C 0.54 0.17 0.20
C -0.38 -0.64 -0.44
C -1.52 0.19 -0.21
N -2.86 -0.14 -0.48
C -1.07 1.38 0.38
N 0.29 1.38 0.56
H 2.42 -0.68 1.16
H 2.96 -1.24 -0.46
H 3.46 0.39 0.18
H -0.31 -1.65 -0.80
H -3.46 -0.04 0.34
H -2.96 -1.08 -0.84
H -1.66 2.22 0.73
H 1.88 0.14 -0.47
*
```

- HOMO energy (eV) = -7.6
- E (a.u.) = -304.66836
- energy above the lowest of the compared OMol25 structures with the same formula, charge and spin (kcal per mole) = 104.9

=====

[10]
Below is a molecular structure, C30H31AuBrN6O4SSe, with properties calculated with ωB97M-V with the def2-TZVPD basis set.

The geometry in ORCA input format:
```
! wB97M-V def2-TZVPD RIJCOSX def2/J DEFGRID3
* xyz 1 1
Au 0.19 -0.72 2.37
O 4.13 -4.50 5.29
C 3.32 -3.75 4.55
C 2.42 -4.27 3.61
C 1.62 -3.39 2.93
N 1.65 -2.07 3.12
C 2.53 -1.58 4.00
Br 2.58 0.29 4.22
C 3.38 -2.37 4.74
H 4.00 -5.44 5.11
H 2.34 -5.33 3.42
H 0.91 -3.75 2.20
H 4.07 -1.94 5.45
C 2.20 -2.58 -2.84
C 1.70 -1.29 -3.49
C 0.19 -1.25 -3.66
C -0.57 -1.02 -2.36
N -0.31 0.31 -1.82
C 0.52 0.64 -0.81
Se 1.46 -0.60 0.25
N 0.57 1.97 -0.67
C 1.41 2.71 0.26
C 2.81 2.93 -0.30
C 3.70 3.71 0.67
C 3.21 5.13 0.94
C -0.24 2.53 -1.64
C -0.56 3.86 -1.92
C -1.45 4.07 -2.95
C -2.01 3.01 -3.68
C -1.69 1.70 -3.41
C -0.79 1.48 -2.37
H 3.28 -2.59 -2.77
H 1.89 -3.44 -3.43
H 1.80 -2.70 -1.83
H 2.17 -1.19 -4.48
H 2.04 -0.42 -2.92
H -0.16 -2.20 -4.07
H -0.10 -0.49 -4.39
H -0.32 -1.74 -1.59
H -1.65 -1.07 -2.52
H 1.42 2.16 1.20
H 0.89 3.65 0.45
H 2.73 3.47 -1.25
H 3.25 1.96 -0.51
H 4.71 3.74 0.26
H 3.77 3.15 1.61
H 3.09 5.68 0.01
H 3.93 5.68 1.55
H 2.27 5.15 1.48
H -0.14 4.68 -1.36
H -1.73 5.09 -3.20
H -2.73 3.23 -4.46
H -2.15 0.89 -3.97
O -1.49 -2.00 2.88
N -1.18 -3.03 3.61
C -2.03 -4.01 3.63
C -3.22 -3.95 2.85
N -4.14 -3.86 2.16
C -1.67 -5.16 4.39
N -1.34 -6.09 4.98
O -5.98 -0.70 -2.41
C -5.16 0.36 -2.38
O -5.17 1.17 -3.27
C -4.24 0.47 -1.21
C -3.83 1.75 -0.81
C -2.90 1.89 0.19
C -2.35 0.77 0.81
S -1.16 1.07 2.07
C -2.77 -0.50 0.43
C -3.71 -0.65 -0.58
H -5.97 -1.17 -1.56
H -4.25 2.61 -1.32
H -2.58 2.88 0.49
H -2.38 -1.39 0.93
H -4.00 -1.65 -0.87
*
```

- HOMO energy (alpha / beta) (eV) = -11.1 / -11.1
- E (a.u.) = -7300.35934
- energy above the lowest of the compared OMol25 structures with the same formula, charge and spin (kcal per mole) = 3.1

=====

[11]
Below is a gas-phase ion, C4H8NO (charge +1), with properties calculated with ωB97M-V with the def2-TZVPD basis set.

The geometry in ORCA input format:
```
! wB97M-V def2-TZVPD RIJCOSX def2/J DEFGRID3
* xyz 1 1
C -0.25 0.23 1.64
C -0.83 1.29 1.20
C 0.10 -0.95 0.74
C -0.09 0.53 -1.25
N 0.60 -0.47 -0.63
O 0.64 1.31 -2.04
H -0.32 0.02 2.67
H -1.34 2.26 1.19
H 0.94 -1.55 1.19
H -0.79 -1.60 0.56
H -1.15 0.26 -1.49
H 1.63 -0.23 -0.54
H 0.47 -1.39 -1.14
H 0.22 2.07 -2.24
*
```

- HOMO energy (alpha / beta) (eV) = -12.7 / -12.8
- E (a.u.) = -286.76440
- energy above the lowest of the compared OMol25 structures with the same formula, charge and spin (kcal per mole) = 111.8

=====

[12]
Below is 3 unconnected molecules or ions with the total composition C39H30N2O8P2S, with properties calculated with ωB97M-V with the def2-TZVPD basis set.

The geometry in ORCA input format:
```
! wB97M-V def2-TZVPD RIJCOSX def2/J DEFGRID3
* xyz 0 1
C 0.07 -1.77 2.91
C 1.34 -1.62 2.06
O 1.32 -2.34 0.83
C 0.39 -1.84 -0.11
C 0.88 -0.61 -0.88
C 0.68 0.61 -0.30
C 1.09 1.82 -0.95
S 0.84 3.39 -0.08
C 1.68 1.74 -2.20
P 2.16 3.34 -3.03
P 0.33 4.06 -3.97
O 0.69 5.21 -4.79
O -0.39 2.87 -4.81
O -0.71 4.45 -2.78
C 1.91 0.47 -2.85
N 2.52 0.48 -4.07
C 2.65 -0.73 -4.55
C 2.24 -1.94 -3.88
N 1.65 -1.95 -2.71
C 1.50 -0.70 -2.17
H 0.21 -1.37 3.93
H -0.77 -1.19 2.48
H -0.29 -2.81 3.01
H 1.59 -0.55 1.94
H 2.17 -2.05 2.64
H 0.24 -2.64 -0.85
H -0.60 -1.61 0.30
H 0.19 0.64 0.68
H 2.11 3.71 0.26
H 3.02 2.97 -4.08
H -0.55 2.08 -4.28
H -0.90 3.62 -2.31
H 3.13 -0.83 -5.53
H 2.43 -2.89 -4.38
O -5.92 -4.29 -4.42
C -4.85 -4.82 -4.22
C -3.62 -4.01 -4.00
C -3.71 -2.62 -4.01
C -2.58 -1.85 -3.77
C -1.36 -2.47 -3.52
C -1.26 -3.85 -3.53
C -2.39 -4.62 -3.78
C -2.27 -6.11 -3.80
O -1.19 -6.64 -3.66
C -3.50 -6.92 -4.00
C -3.41 -8.31 -3.99
C -4.55 -9.08 -4.15
C -5.79 -8.46 -4.31
C -5.88 -7.08 -4.33
C -4.74 -6.30 -4.18
H -4.66 -2.14 -4.20
H -2.66 -0.77 -3.77
H -0.48 -1.87 -3.31
H -0.31 -4.33 -3.34
H -2.45 -8.79 -3.86
H -4.48 -10.16 -4.14
H -6.68 -9.06 -4.42
H -6.84 -6.60 -4.46
O 1.22 2.46 6.07
C 1.62 3.60 5.96
C 2.73 4.10 6.82
C 3.33 3.23 7.73
C 4.39 3.67 8.50
C 4.86 4.97 8.37
C 4.26 5.84 7.47
C 3.19 5.41 6.69
C 2.54 6.36 5.75
O 2.91 7.51 5.68
C 1.45 5.85 4.88
C 0.85 6.71 3.96
C -0.15 6.25 3.12
C -0.56 4.92 3.20
C 0.02 4.07 4.12
C 1.02 4.53 4.97
H 2.96 2.22 7.84
H 4.85 3.00 9.21
H 5.70 5.31 8.96
H 4.63 6.85 7.37
H 1.18 7.74 3.90
H -0.61 6.92 2.41
H -1.34 4.56 2.54
H -0.31 3.04 4.18
*
```

- HOMO energy (eV) = -8.8
- E (a.u.) = -3296.60256
- energy above the lowest of the compared OMol25 structures with the same formula, charge and spin (kcal per mole) = 0.0
- SMILES = CCOCc1cc(S)c(PP(=O)(O)O)c2nccnc12.O=C1c2ccccc2C(=O)c2ccccc21.O=C1c2ccccc2C(=O)c2ccccc21

=====

[13]
Below is a molecular structure, C13H21EuNO7P2, with properties calculated with ωB97M-V with the def2-TZVPD basis set.

The geometry in ORCA input format:
```
! wB97M-V def2-TZVPD RIJCOSX def2/J DEFGRID3
* xyz -1 7
Eu -0.41 -1.03 -0.54
C -0.68 -2.08 3.70
P -0.31 -1.00 2.28
C -0.53 0.65 3.06
C 1.55 -1.08 2.28
C 2.24 -0.22 1.19
P 2.36 -1.05 -0.47
C 3.96 -1.93 -0.31
C 2.93 0.40 -1.46
H -0.09 -1.80 4.58
H -0.45 -3.11 3.44
H -1.74 -2.02 3.94
H 0.05 0.76 3.98
H -1.59 0.79 3.31
H -0.24 1.44 2.36
H 1.84 -2.13 2.19
H 1.88 -0.73 3.26
H 3.25 0.02 1.52
H 1.72 0.74 1.06
H 4.75 -1.26 0.02
H 4.23 -2.36 -1.27
H 3.86 -2.75 0.41
H 3.80 0.88 -1.01
H 2.14 1.13 -1.55
H 3.20 0.06 -2.46
O -0.34 3.33 -4.92
C -0.34 2.47 -4.07
C -0.31 2.68 -2.58
O -0.28 3.75 -2.01
C -0.33 1.36 -1.95
C -0.38 0.33 -2.94
O -0.40 -0.94 -2.82
C -0.38 0.97 -4.29
O -0.41 0.42 -5.36
O -0.29 1.26 -0.65
O -0.42 -3.00 -0.47
C -3.10 1.42 0.04
C -3.50 0.01 -0.30
N -4.83 -0.18 -0.34
O -2.74 -0.95 -0.51
H -3.99 2.03 0.24
H -2.56 1.86 -0.78
H -2.48 1.40 0.93
H -5.48 0.56 -0.17
H -5.18 -1.10 -0.56
*
```

- HOMO energy (alpha / beta) (eV) = -3.8 / -4.0
- E (a.u.) = -2482.49802

=====

[14]
Below is a single C3H7N3S molecule, with properties calculated with ωB97M-V with the def2-TZVPD basis set.

The geometry in ORCA input format:
```
! wB97M-V def2-TZVPD RIJCOSX def2/J DEFGRID3
* xyz 0 1
H -0.54 1.97 -2.04
N 0.09 1.31 -1.61
C -0.52 0.79 -0.63
C -1.81 1.17 0.05
N 0.18 -0.23 0.03
C 1.43 -0.71 -0.27
N 2.12 -1.57 0.37
S 1.38 -2.26 1.74
H -2.30 0.24 0.24
H -2.47 1.79 -0.58
H -1.58 1.60 1.02
H -0.21 -0.72 0.84
H 1.86 -0.29 -1.20
H 2.36 -3.09 2.05
*
```

- HOMO energy (eV) = -8.4
- E (a.u.) = -680.94173
- energy above the lowest of the compared OMol25 structures with the same formula, charge and spin (kcal per mole) = 25.4
- SMILES = [H]/N=C(\C)N/C=N\S